(1)
{"formula": "C33H31BrClCrN5O2Sb", "method": "ωB97M-V/def2-TZVPD", "symbols": ["Sb", "Br", "Cr", "Cl", "O", "O", "N", "N", "N", "N", "N", "C", "C", "C", "C", "C", "C", "C", "C", "C", "C", "C", "C", "C", "C", "C", "C", "C", "C", "C", "C", "C", "C", "C", "C", "C", "C", "C", "C", "C", "C", "C", "C", "C", "H", "H", "H", "H", "H", "H", "H", "H", "H", "H", "H", "H", "H", "H", "H", "H", "H", "H", "H", "H", "H", "H", "H", "H", "H", "H", "H", "H", "H", "H", "H"], "positions_angstrom": [[-0.37950, 3.00245, -1.33888], [4.58494, -2.66211, 4.26727], [-0.34932, -0.14101, -0.14459], [-0.56055, -3.05052, 1.08829], [-0.20715, 0.06662, 1.90386], [1.62072, -0.80067, 0.31570], [-0.65585, 1.19504, 4.42829], [1.58035, 2.37105, 0.83569], [-0.31932, -0.45563, 5.91358], [-2.20087, 0.73452, -0.19763], [-0.05632, 0.10322, -2.19475], [0.47492, 3.10233, 0.63388], [1.78512, 1.46483, -2.87914], [0.16654, -0.74454, -3.22216], [2.15890, -1.21331, 4.41584], [-3.36587, 0.21428, 0.23800], [2.10158, 0.53075, -3.86216], [-1.48366, 1.47123, 5.51237], [1.88035, -0.99821, 1.66766], [2.56707, -1.37452, -0.60573], [0.92672, -0.47876, 2.51690], [1.05054, -0.54903, 3.88816], [1.85573, 3.48548, 2.92960], [-4.57810, 2.06518, -0.69444], [-3.37862, -1.07036, 1.00555], [-1.96460, 0.38716, 7.62338], [3.10106, -1.75754, 3.56123], [0.69998, 4.21235, 2.72826], [1.25038, -0.53411, -4.07143], [-2.83676, 1.41886, 7.88963], [0.03532, 0.04057, 4.77296], [0.67402, 1.24737, -2.08878], [-0.74277, -2.14629, -0.42322], [2.98289, -1.64910, 2.17457], [-3.36333, 2.61254, -1.09908], [-2.35817, 2.52200, 5.77334], [2.28541, 2.58121, 1.95570], [3.58254, 1.84964, 2.12831], [-1.27155, 0.42643, 6.41296], [-3.02727, 2.47370, 6.97894], [-4.56771, 0.87306, -0.00976], [-2.19251, 1.93542, -0.83244], [-0.81101, -1.84130, -3.50919], [0.00075, 4.03868, 1.53886], [-1.09908, -1.77413, -4.55899], [-5.48609, 0.42898, 0.34831], [2.61599, -2.45363, -0.46094], [2.36538, 2.37189, -2.77115], [-3.38729, 1.42566, 8.81963], [-2.44377, -1.26246, 1.52635], [3.51470, 1.09218, 2.91118], [4.36720, 2.54639, 2.42259], [1.40579, -1.21264, -4.89935], [-0.89192, 0.24907, 2.57285], [0.36530, 4.92990, 3.46621], [-3.71758, 3.26649, 7.23185], [-1.75009, -2.29852, -0.79683], [-1.81019, -0.42543, 8.31870], [2.20698, -1.14488, -1.60198], [-0.88378, 4.62645, 1.32705], [-2.51577, 3.33196, 5.07339], [-3.33507, 3.56318, -1.61569], [3.74970, -2.06532, 1.54003], [2.96584, 0.67336, -4.49744], [-4.18407, -1.04954, 1.73744], [-1.70717, -1.74198, -2.90698], [2.44906, 3.62954, 3.82303], [-0.35615, 1.88363, 3.75316], [3.87238, 1.37205, 1.19551], [-0.37899, -2.83134, -3.36347], [-0.00722, -2.53379, -1.12188], [-3.56957, -1.91901, 0.34657], [-5.50924, 2.57517, -0.90070], [3.54298, -0.91790, -0.44765], [2.25107, -1.29399, 5.48960]], "forces_ev_per_a": [[0.16, -0.01, 0.14], [0.06, -0.01, 0.02], [0.15, -0.48, 0.07], [0.04, 0.05, -0.08], [0.09, -0.01, -0.34], [-0.17, 0.00, -0.05], [-0.26, -0.05, -0.21], [0.00, 0.13, 0.00], [0.03, 0.09, -0.09], [-0.08, 0.01, 0.07], [0.28, 0.07, -0.08], [0.11, -0.11, 0.07], [-0.02, 0.03, -0.03], [-0.05, 0.09, 0.06], [-0.01, 0.03, -0.09], [0.04, 0.01, -0.01], [0.05, 0.03, 0.03], [-0.06, 0.15, 0.06], [0.04, 0.08, -0.11], [0.04, -0.02, 0.00], [-0.20, 0.09, 0.06], [0.04, 0.02, 0.10], [0.00, -0.01, 0.05], [0.02, 0.01, -0.01], [-0.02, 0.02, 0.02], [0.02, -0.04, -0.05], [-0.08, 0.01, 0.00], [-0.01, 0.02, 0.02], [-0.04, -0.04, -0.04], [-0.02, 0.07, -0.04], [0.20, -0.17, 0.03], [-0.15, 0.01, -0.19], [-0.10, 0.08, 0.32], [0.03, 0.03, 0.09], [0.01, 0.03, -0.01], [0.01, -0.08, -0.05], [0.00, -0.04, -0.04], [-0.02, -0.01, -0.03], [-0.02, -0.03, 0.09], [-0.02, -0.03, 0.05], [-0.05, -0.03, 0.02], [-0.03, -0.01, 0.04], [0.05, -0.01, 0.02], [-0.12, -0.11, -0.02], [0.00, -0.01, 0.00], [-0.01, 0.00, 0.00], [0.00, 0.00, 0.01], [-0.01, 0.01, -0.02], [-0.01, 0.01, 0.01], [-0.02, 0.00, -0.01], [-0.03, -0.01, 0.02], [0.02, 0.00, -0.01], [0.01, -0.01, 0.00], [-0.09, 0.04, 0.04], [-0.01, 0.01, 0.01], [-0.01, 0.01, 0.01], [0.00, 0.00, -0.04], [0.01, -0.01, 0.02], [0.02, 0.02, -0.01], [0.00, 0.03, -0.01], [0.01, 0.02, 0.00], [-0.01, -0.01, 0.00], [0.00, -0.02, -0.01], [0.01, 0.01, -0.01], [0.00, 0.00, 0.01], [-0.04, 0.00, 0.03], [0.01, 0.00, 0.01], [0.20, 0.07, 0.16], [0.00, -0.03, -0.02], [0.01, -0.02, 0.02], [0.02, 0.04, -0.04], [-0.03, 0.00, -0.01], [-0.01, 0.01, 0.00], [-0.01, -0.01, -0.02], [0.03, -0.02, 0.00]], "relative_energy_kcal_mol": 40.3, "homo_energy_ev": [-12.927, -12.928], "spin_multiplicity": 4, "lumo_ev": [-6.56, -6.37], "charge": 2, "total_energy_ha": -6018.81324, "gap_ev": [6.37, 6.56]}

***

(2)
{"formula": "C33H31F9GeNOPtS2Si", "method": "ωB97M-V/def2-TZVPD", "symbols": ["Pt", "Ge", "S", "S", "Si", "F", "F", "F", "F", "F", "F", "F", "F", "F", "O", "N", "C", "C", "C", "C", "C", "C", "C", "C", "C", "C", "C", "C", "C", "C", "C", "C", "C", "C", "C", "C", "C", "C", "C", "C", "C", "C", "C", "C", "C", "C", "C", "C", "C", "H", "H", "H", "H", "H", "H", "H", "H", "H", "H", "H", "H", "H", "H", "H", "H", "H", "H", "H", "H", "H", "H", "H", "H", "H", "H", "H", "H", "H", "H", "H"], "positions_angstrom": [[0.44096, 0.79320, 0.08630], [-2.04519, -0.01972, -0.11359], [0.96237, -0.20042, 1.94313], [3.04406, -2.37922, 2.21699], [2.16237, -0.10227, -1.25779], [-0.68432, 3.09703, 0.99543], [-1.39972, 4.15951, -1.64226], [0.12225, 5.65220, -2.02181], [1.18333, 4.04187, 1.51153], [3.07785, 3.46116, -0.27038], [2.31329, 5.47868, -0.47812], [-0.40337, 5.21060, 0.62260], [2.61041, 4.22890, -2.22651], [0.13953, 3.77935, -3.10602], [0.83459, 2.32464, -1.05973], [0.57053, -2.85432, 1.84702], [1.43871, -1.89757, 1.94186], [4.67463, 1.08349, 1.99138], [0.77124, 3.68156, -0.82050], [-1.10220, -3.07377, -2.83069], [-3.32423, 1.37095, -0.21630], [-2.47195, -1.32172, 3.91151], [-5.02395, 2.75327, 0.81234], [3.55675, 0.16894, -0.02153], [2.22705, 4.24092, -0.94864], [-2.27656, -0.52352, 2.79214], [-5.13063, 3.49951, -0.35618], [2.53387, 0.67545, -2.87354], [-3.45091, 2.13327, -1.38370], [-3.11430, -1.17361, -2.49472], [5.76659, 0.26801, 1.77413], [1.91763, -1.93196, -1.46049], [2.51962, -4.11807, 2.44496], [-2.20601, -3.06491, -3.67915], [-2.02059, -1.17984, -1.62759], [-2.29465, -1.07281, 1.50546], [5.76960, -0.57886, 0.66646], [-2.71838, -3.24954, 2.49618], [-1.01397, -2.13212, -1.82154], [4.69657, -0.61923, -0.20738], [-2.51553, -2.45022, 1.37244], [-4.35072, 3.18148, -1.45882], [-4.12984, 1.70289, 0.88559], [-0.10651, 4.34940, -1.92873], [-3.20351, -2.11856, -3.50907], [0.20880, 4.04334, 0.59757], [3.59480, 1.04907, 1.10201], [1.10455, -4.22167, 1.86202], [-2.68501, -2.68783, 3.76563], [6.63072, 0.29754, 2.42340], [2.89125, -2.37698, -1.68094], [0.46428, -4.85174, 2.47528], [-3.90838, -0.44689, -2.37281], [-2.92197, -4.30706, 2.37644], [-2.47443, -0.87772, 4.89842], [1.10247, -4.61017, 0.84248], [2.81701, 1.78751, 1.23344], [-4.09866, 1.10533, 1.78730], [-5.64887, 2.99155, 1.66244], [2.54700, -4.33602, 3.51009], [1.75407, 0.52133, -3.62189], [1.50226, -2.43128, -0.58471], [-0.43024, -2.65719, 1.71718], [6.62847, -1.21522, 0.49643], [3.22097, -4.76537, 1.92628], [2.70621, 1.74530, -2.79214], [-0.32274, -3.81282, -2.96635], [-2.57886, -2.89820, 0.38663], [-2.11424, 0.54025, 2.93221], [-4.05924, -2.11213, -4.17106], [-2.84300, -3.30754, 4.63848], [-5.83780, 4.31643, -0.41125], [3.44590, 0.17850, -3.22154], [-2.85371, 1.88558, -2.25444], [-2.28246, -3.79330, -4.47531], [-0.14564, -2.13266, -1.16968], [1.26153, -2.13833, -2.30922], [4.65952, 1.78218, 2.81758], [-4.44018, 3.75819, -2.36952], [4.75885, -1.29601, -1.05316]], "forces_ev_per_a": [[-0.12, 1.54, 0.53], [-0.86, -0.92, 0.20], [-0.32, -0.49, 0.42], [0.03, 0.11, -0.03], [1.30, -0.55, 0.08], [-0.06, 0.05, -0.08], [-0.06, -0.04, -0.01], [-0.01, -0.09, 0.02], [-0.08, -0.12, 0.03], [-0.03, 0.13, -0.08], [0.03, -0.05, -0.03], [0.10, -0.03, 0.05], [-0.02, 0.02, 0.11], [-0.06, 0.03, 0.08], [-0.41, -0.17, -0.65], [-0.32, 0.03, -0.05], [0.25, 0.08, -0.05], [-0.40, 0.14, -0.33], [0.19, 0.23, 0.27], [-0.16, 0.06, -0.09], [0.02, 0.96, 0.06], [0.01, 0.03, -0.05], [-0.11, 0.05, -0.05], [0.37, 0.55, 0.97], [0.02, 0.07, -0.08], [0.04, 0.01, -0.02], [0.00, -0.07, 0.03], [-0.51, 0.28, -0.22], [0.15, -0.18, -0.18], [-0.05, 0.07, 0.03], [0.06, -0.29, -0.31], [0.20, -0.22, -0.29], [-0.09, -0.02, -0.02], [0.09, -0.01, 0.03], [0.31, -0.21, -0.54], [0.28, -0.20, 0.25], [0.27, 0.08, 0.26], [0.00, 0.00, 0.02], [-0.23, 0.10, 0.46], [-0.14, -0.18, -0.23], [-0.26, 0.09, -0.08], [-0.05, 0.00, -0.01], [0.15, -0.25, 0.07], [-0.03, -0.17, -0.09], [-0.07, 0.03, -0.04], [0.04, 0.05, -0.08], [0.10, -0.39, -0.51], [0.05, -0.04, 0.11], [0.01, -0.02, -0.05], [-0.05, 0.01, 0.08], [0.08, 0.06, 0.05], [-0.02, -0.01, -0.01], [0.00, -0.02, -0.02], [0.01, 0.03, -0.02], [0.02, 0.01, -0.01], [0.02, 0.04, -0.03], [-0.06, -0.09, 0.15], [0.07, 0.06, 0.04], [0.00, -0.03, 0.00], [0.01, 0.01, 0.00], [0.03, -0.06, 0.01], [0.27, -0.03, -0.04], [0.11, -0.09, 0.04], [0.00, 0.02, -0.10], [0.01, 0.00, 0.01], [0.14, -0.02, 0.01], [0.03, 0.00, 0.00], [0.03, -0.01, 0.00], [0.02, 0.00, 0.00], [0.00, 0.01, 0.01], [-0.02, 0.01, -0.01], [0.03, 0.02, 0.01], [0.02, 0.02, 0.01], [0.07, 0.09, 0.00], [-0.01, -0.01, 0.01], [-0.87, -0.03, -0.05], [0.45, 0.04, 0.04], [0.00, 0.00, -0.01], [0.01, -0.04, -0.02], [0.02, -0.02, 0.01]], "relative_energy_kcal_mol": 5.1, "homo_energy_ev": [-14.386, -14.372], "spin_multiplicity": 2, "lumo_ev": [-7.56, -9.17], "charge": 2, "total_energy_ha": -5586.47031, "gap_ev": [6.83, 5.20]}

***

(3)
{"formula": "C33H32ClN3O4RbS5", "method": "ωB97M-V/def2-TZVPD", "symbols": ["Rb", "Cl", "S", "S", "S", "S", "S", "O", "O", "O", "O", "N", "N", "N", "C", "C", "C", "C", "C", "C", "C", "C", "C", "C", "C", "C", "C", "C", "C", "C", "C", "C", "C", "C", "C", "C", "C", "C", "C", "C", "C", "C", "C", "C", "C", "C", "C", "H", "H", "H", "H", "H", "H", "H", "H", "H", "H", "H", "H", "H", "H", "H", "H", "H", "H", "H", "H", "H", "H", "H", "H", "H", "H", "H", "H", "H", "H", "H", "H"], "positions_angstrom": [[-0.03587, -1.44740, 0.32810], [1.28952, -7.95901, -1.87671], [2.39436, -0.05925, -1.16151], [-1.62444, -0.51331, 3.47881], [-3.92019, -1.34570, 1.04497], [-3.29892, 1.97160, 1.88171], [0.33047, 2.57737, 2.07657], [2.48649, -0.10630, 0.30436], [-1.72958, -3.42872, 0.32751], [2.81735, -1.28058, -1.81586], [0.36699, -3.30155, 2.28156], [0.97451, 0.41804, -1.51003], [-1.68190, 0.46748, -1.90738], [2.89235, 1.99371, 1.92284], [-0.55803, 1.28569, -5.35186], [4.76229, 3.23545, 2.62867], [0.78264, 1.11632, -5.18502], [1.95659, 2.89769, 2.33356], [4.16591, 3.51263, -1.66081], [4.22914, 2.13385, 2.04200], [0.15308, -4.89027, 0.49385], [4.81170, 0.83932, -2.10729], [-1.47077, -5.10380, -1.30886], [-0.76160, -6.14786, -1.82545], [-4.88805, 1.27652, 1.38149], [5.41697, 3.16918, -2.16252], [-3.05713, -1.57774, 3.75025], [0.54937, 0.63902, -2.80751], [0.84771, -5.98426, -0.05927], [-2.13750, 1.02099, 4.25971], [-2.82118, 1.19340, -4.34326], [3.23458, 2.52495, -1.38045], [0.68597, -4.34283, 1.72992], [1.33538, 0.78736, -3.92774], [-1.05741, -4.39808, -0.12027], [-3.50713, -2.33585, 2.50406], [2.51122, 4.07188, 2.93762], [-3.36354, 1.72174, 3.67400], [-3.60383, 0.94287, -3.25923], [5.73775, 1.83787, -2.38667], [-0.88170, 0.74266, -2.97918], [0.41453, -6.59797, -1.19455], [-2.97380, 0.56368, -2.05267], [-1.41472, 1.08532, -4.23789], [3.57131, 1.19300, -1.59996], [3.85550, 4.22513, 3.08215], [-5.15585, -0.19841, 1.69116], [1.47060, -4.97054, 2.20230], [5.03236, -0.20544, -2.27786], [-1.09981, -6.64863, -2.72472], [-4.35159, -2.97856, 2.76840], [-2.37972, -4.75846, -1.78482], [-4.68292, 1.01110, -3.30888], [-2.30629, 0.85055, 5.32675], [-3.86022, -0.96820, 4.16103], [4.81429, 1.32211, 1.63258], [-2.70977, -2.98379, 2.13632], [-6.13127, -0.45784, 1.27115], [2.40791, 0.65820, -3.85719], [2.53929, 1.16853, 1.41012], [1.74296, -6.34135, 0.43922], [1.45150, 1.23578, -6.02911], [-3.57056, 0.31249, -1.18104], [6.70983, 1.57392, -2.78444], [2.24888, 2.77124, -1.00004], [-5.69943, 1.87677, 1.80264], [-2.80859, -2.31891, 4.51403], [5.83122, 3.34141, 2.72693], [1.81160, 4.82581, 3.26807], [4.24018, 5.12577, 3.54584], [-4.91214, 1.43970, 0.30120], [-3.25595, 1.46883, -5.29812], [6.14083, 3.94319, -2.38492], [-0.98256, 1.54443, -6.31397], [-4.27046, 1.16314, 3.90890], [-5.24073, -0.34192, 2.76608], [3.91379, 4.55186, -1.49231], [-3.45984, 2.69559, 4.15862], [-1.26391, 1.66740, 4.16432]], "forces_ev_per_a": [[-0.47, 0.61, 0.26], [-0.04, 0.07, 0.04], [0.40, -0.15, -0.09], [0.32, -0.13, -0.08], [0.13, -0.11, -0.07], [0.06, -0.01, -0.04], [0.14, 0.19, 0.07], [0.07, -0.25, -0.10], [-0.17, -0.56, -0.20], [0.14, 0.08, -0.03], [0.06, -0.26, 0.28], [-0.06, 0.35, -0.48], [0.29, 0.04, -0.15], [-0.04, -0.12, -0.05], [-0.07, -0.03, 0.12], [-0.06, 0.08, 0.05], [0.09, -0.04, 0.08], [0.05, 0.04, -0.01], [0.01, -0.01, -0.01], [-0.13, -0.03, -0.04], [0.03, 0.00, 0.10], [0.02, 0.14, 0.03], [0.06, -0.02, 0.02], [0.02, -0.07, -0.03], [-0.09, -0.04, -0.08], [-0.04, 0.01, 0.02], [-0.04, -0.14, 0.03], [-0.22, -0.14, 0.43], [0.04, -0.04, 0.15], [-0.10, 0.09, 0.01], [0.06, 0.03, -0.09], [0.07, -0.04, -0.03], [-0.13, 0.00, -0.10], [0.20, 0.07, -0.26], [-0.12, -0.01, 0.07], [-0.07, 0.03, 0.09], [-0.19, -0.07, 0.00], [-0.02, 0.03, 0.09], [-0.02, -0.02, 0.10], [-0.01, -0.05, -0.01], [-0.11, -0.07, 0.22], [-0.08, -0.02, -0.10], [-0.06, -0.01, -0.02], [-0.07, 0.04, -0.18], [0.09, 0.22, -0.03], [0.11, 0.02, 0.00], [-0.08, 0.10, 0.06], [0.08, -0.04, -0.08], [-0.01, -0.02, -0.01], [0.00, 0.01, 0.00], [-0.03, 0.04, -0.01], [0.00, 0.01, -0.01], [0.00, 0.00, 0.00], [0.01, 0.03, 0.00], [-0.07, 0.04, 0.01], [-0.02, -0.02, -0.01], [0.01, 0.05, -0.03], [-0.01, 0.03, 0.01], [-0.05, 0.01, 0.00], [0.11, 0.03, -0.02], [0.00, 0.02, 0.00], [0.02, 0.00, 0.00], [0.02, 0.00, -0.03], [0.00, 0.00, 0.00], [0.01, -0.02, 0.01], [-0.01, -0.01, 0.00], [0.00, 0.01, -0.01], [0.01, 0.04, 0.01], [0.03, 0.01, 0.02], [0.00, 0.01, 0.00], [0.00, 0.00, 0.02], [0.00, 0.00, 0.00], [0.00, 0.01, 0.00], [-0.02, 0.00, 0.00], [0.00, 0.00, -0.03], [0.00, -0.02, 0.07], [0.00, 0.01, 0.00], [-0.02, 0.00, 0.02], [0.01, -0.02, -0.02]], "relative_energy_kcal_mol": 19.2, "homo_energy_ev": -4.688, "lumo_ev": 2.12, "charge": -1, "total_energy_ha": -4217.29445, "gap_ev": 6.81}